#a
The following is a quantum chemistry calculation of an isolated molecule of C7H12N2O, from OMol25.

Cartesian coordinates (Å):
H1 -2.585 1.610 -0.300
N1 -2.267 0.976 -1.028
C1 -1.145 0.521 -0.625
C2 -0.440 -0.429 -1.497
N2 0.140 -0.057 -2.540
H2 0.745 -0.713 -3.092
C3 -0.054 -1.799 -0.902
C4 0.729 -1.444 0.387
C5 0.050 -0.577 1.403
C6 -0.280 0.761 0.679
C7 0.924 1.652 0.303
O1 -1.161 1.525 1.496
H3 -0.996 -2.468 -0.647
H4 0.666 -2.460 -1.561
H5 1.198 -2.341 1.002
H6 1.602 -1.023 -0.046
H7 -0.936 -1.056 1.762
H8 0.747 -0.278 2.088
H9 1.496 1.665 1.157
H10 0.745 2.676 0.129
H11 1.522 1.204 -0.396
H12 -0.700 2.056 2.226

The calculation puts the LUMO energy at 0.026 hartree. As for the HOMO energy: -9.26 eV. Its net charge is 0. Its structure (SMILES) is [H]/N=C1/C(=N/[H])CCC[C@]1(C)O. The calculation puts the gap between HOMO and LUMO at 9.962 eV.

***

#b
The following is a quantum chemistry calculation of C7H12N2O as an isolated structure, from OMol25.

Cartesian coordinates (Å):
C1 -3.196 0.894 -0.091
C2 -1.855 0.431 0.442
C3 -1.732 -1.095 0.661
C4 -0.256 -1.377 0.426
C5 0.235 -1.452 -0.982
C6 0.328 -0.132 -0.238
N1 -0.747 0.799 -0.456
C7 1.642 0.381 0.260
N2 2.798 -0.045 -0.262
H1 -3.418 0.411 -1.055
H2 -3.998 0.633 0.613
H3 -3.208 1.984 -0.235
H4 -1.669 0.925 1.411
H5 -2.045 -1.390 1.671
H6 -2.360 -1.641 -0.059
H7 0.319 -1.888 1.200
H8 1.154 -2.001 -1.189
H9 -0.502 -1.496 -1.786
H10 -1.048 0.797 -1.426
O1 1.825 1.637 0.444
H11 2.947 -1.043 -0.175
H12 3.211 1.183 -0.091

The calculation puts the LUMO energy at 0.030 hartree. As for the HOMO energy: -9.11 eV. Its net charge is 0. The calculation puts the gap between HOMO and LUMO at 9.940 eV.

***

Going by the energies, #a is most stable and the next is 0.0308 hartree up.

***

#a
The following is a quantum chemistry calculation of an isolated molecule of C23H24N2O5S, from OMol25.

Cartesian coordinates (Å):
C1 0.668 1.946 -2.029
C2 -0.286 2.688 -1.143
C3 -1.565 3.001 -1.593
C4 -2.466 3.641 -0.764
C5 -2.085 3.956 0.525
S1 -3.285 4.694 1.623
O1 -4.058 5.665 0.907
O2 -2.636 5.080 2.842
N1 -4.361 3.469 2.030
C6 -3.804 2.377 2.781
C7 -3.331 1.245 1.887
O3 -3.409 1.271 0.684
O4 -2.892 0.205 2.590
C8 -2.295 -0.839 1.838
C9 -0.868 -0.440 1.433
O5 -0.427 0.643 1.757
C10 -0.153 -1.442 0.676
C11 -0.659 -2.678 0.173
C12 0.351 -3.298 -0.497
C13 0.384 -4.607 -1.202
N2 1.469 -2.496 -0.415
C14 2.732 -2.810 -0.971
C15 3.786 -3.163 -0.138
C16 5.018 -3.472 -0.684
C17 5.201 -3.431 -2.056
C18 4.149 -3.078 -2.885
C19 2.914 -2.766 -2.347
C20 1.182 -1.374 0.290
C21 2.195 -0.322 0.547
C22 -0.819 3.672 0.990
C23 0.084 3.049 0.147
H1 0.482 2.171 -3.077
H2 1.698 2.197 -1.789
H3 0.537 0.873 -1.883
H4 -1.857 2.732 -2.598
H5 -3.458 3.899 -1.099
H6 -4.878 3.169 1.215
H7 -4.543 1.986 3.490
H8 -2.960 2.773 3.353
H9 -2.277 -1.717 2.485
H10 -2.885 -1.037 0.937
H11 -1.655 -3.055 0.288
H12 1.236 -5.201 -0.872
H13 -0.531 -5.154 -0.994
H14 0.468 -4.473 -2.281
H15 3.630 -3.201 0.930
H16 5.837 -3.748 -0.037
H17 6.164 -3.674 -2.480
H18 4.292 -3.043 -3.955
H19 2.091 -2.480 -2.985
H20 2.747 -0.087 -0.362
H21 1.691 0.565 0.917
H22 2.913 -0.652 1.299
H23 -0.558 3.943 2.000
H24 1.080 2.831 0.501

The calculation puts the LUMO energy at 0.016 hartree. As for the HOMO energy: -8.48 eV. Its net charge is 0. Its structure (SMILES) is Cc1ccc(S(=O)(=O)NCC(=O)OCC(=O)c2cc(C)n(-c3ccccc3)c2C)cc1. The calculation puts the gap between HOMO and LUMO at 8.917 eV.

***

#b
The following is a quantum chemistry calculation of an isolated molecule of C23H24N2O5S, from OMol25.

Cartesian coordinates (Å):
C1 -2.020 0.856 -3.869
C2 -3.328 0.667 -3.098
C3 -3.052 0.482 -1.637
C4 -3.082 1.524 -0.749
C5 -2.774 1.319 0.613
C6 -2.791 2.338 1.583
C7 -2.490 2.058 2.886
C8 -2.175 0.747 3.297
C9 -1.864 0.485 4.739
C10 -2.156 -0.262 2.368
C11 -2.432 0.002 1.014
N1 -2.372 -1.011 0.127
C12 -2.668 -0.783 -1.121
S1 -2.602 -2.163 -2.223
C13 -1.485 -3.273 -1.302
C14 -0.094 -2.688 -1.471
O1 0.509 -2.772 -2.519
N2 0.343 -2.033 -0.362
C15 1.465 -1.230 -0.225
C16 2.215 -0.838 -1.334
C17 3.307 0.001 -1.210
O2 4.083 0.406 -2.235
C18 3.792 -0.070 -3.531
C19 3.670 0.496 0.070
O3 4.751 1.322 0.097
C20 5.162 1.835 1.340
C21 2.929 0.114 1.164
C22 1.831 -0.754 1.047
C23 1.116 -1.155 2.252
O4 0.263 -2.021 2.317
O5 1.479 -0.484 3.360
H1 -1.478 1.721 -3.491
H2 -2.226 1.007 -4.925
H3 -1.388 -0.022 -3.764
H4 -3.964 1.544 -3.239
H5 -3.852 -0.209 -3.485
H6 -3.345 2.518 -1.086
H7 -3.046 3.344 1.279
H8 -2.500 2.846 3.626
H9 -2.683 0.825 5.372
H10 -1.708 -0.576 4.915
H11 -0.969 1.032 5.037
H12 -1.926 -1.278 2.648
H13 -1.559 -4.235 -1.805
H14 -1.824 -3.322 -0.271
H15 -0.187 -2.144 0.503
H16 1.925 -1.220 -2.297
H17 2.804 0.260 -3.866
H18 3.844 -1.161 -3.579
H19 4.556 0.360 -4.177
H20 4.380 2.445 1.803
H21 5.453 1.035 2.029
H22 6.028 2.459 1.126
H23 3.181 0.465 2.151
H24 0.953 -0.809 4.107

The calculation puts the LUMO energy at 0.012 hartree. As for the HOMO energy: -7.88 eV. Its net charge is 0. Its structure (SMILES) is CCc1cc2ccc(C)cc2nc1SCC(=O)Nc1cc(OC)c(OC)cc1C(=O)O. The calculation puts the gap between HOMO and LUMO at 8.203 eV.

***

Going by the energies, #b is most stable and the next is 0.0351 hartree up.

***

#a
The following is a quantum chemistry calculation of C6H13N2S as an isolated structure, from OMol25.

Cartesian coordinates (Å):
C1 -2.257 -0.430 0.041
C2 0.215 -0.345 0.500
C3 -3.194 0.343 -0.794
C4 2.541 0.317 1.297
C5 1.701 1.081 -0.918
C6 1.602 0.038 0.175
N1 -2.377 -1.329 0.895
N2 -0.852 0.004 -0.219
S1 1.552 -1.615 -0.821
H1 0.090 -0.859 1.434
H2 -2.776 0.940 -1.466
H3 -3.784 0.880 -0.208
H4 -3.775 -0.432 -1.270
H5 2.618 -0.449 2.033
H6 2.359 1.253 1.628
H7 3.635 0.320 1.050
H8 1.036 1.979 -0.644
H9 2.812 1.468 -0.884
H10 1.692 0.846 -1.949
H11 -3.316 -1.685 1.099
H12 -0.825 0.244 -1.191
H13 1.303 -2.572 0.212

The calculation puts the LUMO energy at -0.160 hartree. As for the HOMO energy: -13.71 eV. Its net charge is +1. The calculation puts the gap between HOMO and LUMO at 9.341 eV.

***

#b
The following is a quantum chemistry calculation of an isolated ion of composition C6H13N2S and charge +1, from OMol25.

Cartesian coordinates (Å):
C1 0.444 0.140 1.119
C2 -0.721 0.243 1.973
C3 -0.141 -1.513 -1.275
C4 0.207 -2.222 0.063
C5 -0.682 0.959 -1.393
C6 0.859 1.306 -1.005
N1 -0.969 -0.366 -0.990
N2 0.743 1.478 0.541
S1 1.515 -1.127 0.815
H1 -0.987 -0.701 2.561
H2 -1.610 0.595 1.412
H3 0.892 -1.319 -1.718
H4 -0.927 -2.231 -1.626
H5 -0.719 -2.077 0.694
H6 0.389 -3.274 0.052
H7 -1.270 1.597 -0.668
H8 -0.909 0.993 -2.453
H9 1.327 2.268 -1.524
H10 1.426 0.429 -1.087
H11 1.711 1.763 0.839
H12 -0.583 0.969 2.880
H13 0.004 2.092 0.792

The calculation puts the LUMO energy (alpha / beta) at -0.167 / -0.153 hartree. As for the HOMO energy (alpha / beta): -13.17 / -12.26 eV. Its net charge is +1. The calculation puts the gap between HOMO and LUMO (alpha / beta) at 8.627 / 8.098 eV.

***

Going by the energies, #a is most stable and the next is 0.0954 hartree up.

***

#a
The following is a quantum chemistry calculation of a 2-piece molecular cluster, CH10N3 overall, from OMol25.

Cartesian coordinates (Å):
N1 -0.684 -1.725 -1.534
H1 -0.181 -0.014 -1.069
H2 -1.638 -1.946 -1.794
H3 -0.133 -1.795 -2.384
H4 -0.387 -2.479 -0.919
N2 0.938 1.188 1.739
C1 -0.053 0.474 1.001
N3 0.235 0.722 -0.445
H5 0.966 0.895 2.707
H6 0.807 2.191 1.712
H7 0.061 -0.595 1.119
H8 -1.097 0.748 1.180
H9 1.252 0.693 -0.553
H10 -0.087 1.643 -0.760

The calculation puts the LUMO energy at -0.118 hartree. As for the HOMO energy: -14.53 eV. Its net charge is +1. The calculation puts the gap between HOMO and LUMO at 11.321 eV.

***

#b
The following is a quantum chemistry calculation of a 2-piece molecular cluster, CH10N3 overall, from OMol25.

Cartesian coordinates (Å):
N1 -1.711 -2.020 0.858
H1 -0.519 -0.651 0.194
H2 -2.291 -1.888 0.033
H3 -1.342 -2.992 0.775
H4 -2.347 -2.198 1.641
N2 1.386 1.205 -1.255
C1 0.338 1.281 -0.278
N3 0.321 -0.024 0.562
H5 1.771 2.108 -1.557
H6 1.150 0.659 -2.072
H7 0.388 2.039 0.500
H8 -0.540 1.271 -0.943
H9 0.325 0.175 1.563
H10 1.225 -0.450 0.368

The calculation puts the LUMO energy at -0.121 hartree. As for the HOMO energy: -14.30 eV. Its net charge is +1. The calculation puts the gap between HOMO and LUMO at 10.999 eV.

***

Going by the energies, #a is most stable and the next is 0.0287 hartree up.